Record 1
# C3H12N3S

The ion C3H12N3S with charge +1 at a distorted geometry (wB97M-V/def2-TZVPD, the OMol25 dataset).

```
19
C3H12N3S wB97M-V/def2-TZVPD
S -2.17875 0.16595 0.28756
N -0.07219 -1.72046 0.95186
N -0.13094 1.89587 -0.00600
N 1.78249 -0.05220 0.59841
C -0.35476 0.52129 -0.11334
C -0.20903 -0.09719 -1.44346
C 0.51386 -0.09051 0.95752
H -0.72277 -0.96323 -1.52618
H 2.34002 0.27536 1.39094
H -2.52930 0.34424 -1.05708
H -0.56926 2.39552 -0.73492
H 1.89260 0.26024 -0.37713
H 0.10255 0.30685 1.97891
H -0.49205 -1.72765 1.85267
H -0.83339 -1.73135 0.09584
H -0.73096 0.63994 -2.05312
H 0.52257 -2.52285 0.69654
H 0.81861 2.20982 0.21456
H 0.85068 -0.10964 -1.71358
```

Output
- SMILES: C[C@@](N)(S)[C@H](N)[NH3+]
- Relative energy (zero: lowest compared OMol25 entry of this formula, charge and spin): 74.3 kcal/mol
- Total charge: +1
- E_LUMO: -3.129 eV
- Max |F|: 4.41 eV Å⁻¹
- Frontier orbital gap: 10.07 eV

Record 2
# C3H12N3S

A cluster of 3 separate species, C3H12N3S in total at a distorted geometry (wB97M-V/def2-TZVPD, the OMol25 dataset).

```
19
C3H12N3S wB97M-V/def2-TZVPD
S 2.65105 -1.30843 -0.47182
N -0.65125 -0.33593 0.34348
N -0.75491 -1.27805 1.21330
N -4.67681 -0.48586 -0.60159
C 3.07417 1.34130 0.00363
C 0.29498 0.56536 0.43010
C 2.24720 0.33815 -0.69092
H 0.13603 1.43338 -0.18310
H 1.90377 -1.81850 -1.46154
H -4.95015 -0.93691 -1.46508
H -0.19935 -1.31163 2.07174
H 0.84753 0.68261 1.36165
H 3.38188 1.00502 0.99096
H 1.77787 0.60667 -1.62441
H 3.98726 1.49043 -0.58451
H -5.21168 -0.88854 0.15976
H -4.89680 0.49941 -0.66908
H 2.57994 2.30627 0.07306
H -1.54074 -1.90477 1.10437
```

Output
- Relative energy (zero: lowest compared OMol25 entry of this formula, charge and spin): 103.3 kcal/mol
- Total charge: +1
- E_LUMO (spin up / spin down): -5.601 / -5.601 eV
- Max |F|: 1.28 eV Å⁻¹
- Frontier orbital gap (spin up / spin down): 6.81 / 6.81 eV

Record 3
# C3H12N4

A cluster of 2 separate species, C3H12N4 in total at a distorted geometry (wB97M-V/def2-TZVPD, the OMol25 dataset).

```
19
C3H12N4 wB97M-V/def2-TZVPD
N -1.22000 -1.42058 -0.51806
N 1.31278 -0.42492 -0.13095
N -2.40683 0.42827 1.46261
N 2.02991 -1.03567 -1.20717
C 1.80442 1.00234 0.38069
C -1.74332 0.85254 0.27881
C -1.04715 -0.01602 -0.52742
H -2.93556 -0.43133 1.36090
H 1.75978 -0.55628 -2.06176
H 1.48355 1.74277 -0.34874
H -0.31340 -1.87249 -0.60264
H 1.40962 -1.04612 0.67172
H 2.90096 0.96664 0.40884
H 1.41640 1.20968 1.37394
H -0.71078 0.39622 -1.47161
H -3.06427 1.11334 1.81558
H 3.04141 -0.94826 -1.09944
H -2.10134 1.78306 -0.14127
H -1.61618 -1.74320 0.35596
```

Output
- SMILES: N/C=C\N.CNN
- Relative energy (zero: lowest compared OMol25 entry of this formula, charge and spin): 69.4 kcal/mol
- Total charge: 0
- E_LUMO: 1.030 eV
- Max |F|: 3.24 eV Å⁻¹
- Frontier orbital gap: 8.07 eV

Record 4
# C3H12N6

A structure of composition C3H12N6 at a distorted geometry (wB97M-V/def2-TZVPD, the OMol25 dataset).

```
21
C3H12N6 wB97M-V/def2-TZVPD
N -0.07250 -1.71569 -1.87561
N -0.22224 0.90608 -1.30737
N -0.37533 2.31063 -0.85935
N -0.70738 1.30984 1.53075
N 0.09712 -1.36239 -0.43752
N 0.56666 0.76630 0.90932
C -0.73703 -2.18596 0.31448
C 1.45661 -0.04731 1.80193
C 0.09170 0.12138 -0.29888
H -0.07994 2.71662 -1.91112
H -0.97226 2.06149 0.80582
H -0.66397 -0.94076 -2.29083
H 0.87789 -1.49960 -2.34407
H 2.31081 -0.44043 1.10178
H -0.99945 -1.28360 1.15949
H 0.89236 -1.25626 2.01025
H -0.25466 -3.27142 0.59203
H -1.84164 -2.44891 -0.17676
H -1.38302 0.48105 1.75632
H 0.30489 2.63041 0.02204
H 1.93693 0.41929 2.64821
```

Output
- Relative energy (zero: lowest compared OMol25 entry of this formula, charge and spin): 144.2 kcal/mol
- Total charge: 0
- E_LUMO: 0.840 eV
- Max |F|: 5.65 eV Å⁻¹
- Frontier orbital gap: 9.55 eV

Record 5
# C3H12N6O3Rb

A structure of composition C3H12N6O3Rb at a distorted geometry (wB97M-V/def2-TZVPD, the OMol25 dataset).

```
25
C3H12N6O3Rb wB97M-V/def2-TZVPD
Rb -0.59752 -1.83906 1.40595
O 2.19548 -1.47089 1.44540
O 0.10481 -0.40317 -0.96115
O -2.71415 0.11460 0.73938
N 3.22190 -0.13933 0.03025
N -4.51233 1.42147 0.40718
N 4.23501 -0.63110 1.90768
N 0.90733 1.09329 -2.34433
N -4.33949 0.04951 2.07341
N 0.83970 -1.01538 -2.90091
C 0.52282 -0.08349 -2.06183
C -3.78074 0.51873 1.04239
C 3.14879 -0.74992 1.17109
H 0.45992 -1.93986 -2.75528
H 1.57205 1.34814 -3.06078
H -5.15874 0.49274 2.46391
H -4.16520 1.82479 -0.45127
H -3.86429 -0.56377 2.72007
H -5.38474 1.73241 0.81007
H 0.55588 1.73419 -1.64732
H 1.21528 -0.73831 -3.79661
H 3.77278 0.69501 0.17346
H 2.47330 -0.13707 -0.64776
H 5.01476 -0.17228 1.45871
H 4.27743 -1.14116 2.77839
```

Output
- Relative energy (zero: lowest compared OMol25 entry of this formula, charge and spin): 0.0 kcal/mol
- Total charge: +2
- 2S+1: 2
- E_LUMO (spin up / spin down): -5.950 / -12.473 eV
- Max |F|: 7.47 eV Å⁻¹
- Frontier orbital gap (spin up / spin down): 9.12 / 2.59 eV
- ⟨S²⟩: 0.7560

Record 6
# C3H12NO

A cluster of 2 separate species, C3H12NO in total at a distorted geometry (wB97M-V/def2-TZVPD, the OMol25 dataset).

```
17
C3H12NO wB97M-V/def2-TZVPD
O -2.50399 0.83519 0.42116
N 0.55208 -0.04537 -1.65369
C 1.37264 -0.23110 0.67596
C 0.40800 -1.33613 1.12031
C 0.77687 0.71927 -0.31611
H 1.41749 1.55743 -0.55981
H -0.61668 -1.12666 0.81125
H -3.06735 0.07454 0.62551
H 0.85822 -1.01381 -1.58147
H 0.65863 -2.33708 0.75229
H 1.67422 0.31601 1.56557
H 0.36588 -1.47737 2.20351
H 1.07436 0.43582 -2.38763
H -2.92305 1.22292 -0.35538
H -0.20556 1.09606 -0.09620
H -0.42942 -0.01117 -1.92430
H 2.24080 -0.69874 0.24662
```

Output
- Relative energy (zero: lowest compared OMol25 entry of this formula, charge and spin): 18.0 kcal/mol
- Total charge: +1
- E_LUMO: -3.661 eV
- Max |F|: 1.07 eV Å⁻¹
- Frontier orbital gap: 11.79 eV

Record 7
# C3H12NO

A cluster of 2 separate species, C3H12NO in total at a distorted geometry (wB97M-V/def2-TZVPD, the OMol25 dataset).

```
17
C3H12NO wB97M-V/def2-TZVPD
O -0.57912 0.65376 -0.94192
N 0.36836 1.13498 1.56224
C -1.31350 -0.49969 -1.55100
C -0.30686 -1.42999 -2.19152
C 1.24114 0.35972 2.52339
H -1.95761 -0.03862 -2.29472
H 0.79033 2.04079 1.37369
H 0.52175 -1.60199 -1.50018
H 0.73294 0.18896 3.45982
H -0.34285 1.23828 -1.66623
H -1.83516 -0.88845 -0.68663
H 0.26872 0.65952 0.64598
H 2.09518 0.99340 2.75689
H -0.59274 1.22086 1.88955
H -0.73355 -2.43444 -2.26270
H 1.60643 -0.53607 2.03414
H 0.03652 -1.06104 -3.15082
```

Output
- Relative energy (zero: lowest compared OMol25 entry of this formula, charge and spin): 22.0 kcal/mol
- Total charge: +1
- E_LUMO: -3.453 eV
- Max |F|: 1.92 eV Å⁻¹
- Frontier orbital gap: 11.31 eV

Record 8
# C3H12NO

A cluster of 2 separate species, C3H12NO in total at a distorted geometry (wB97M-V/def2-TZVPD, the OMol25 dataset).

```
17
C3H12NO wB97M-V/def2-TZVPD
O -0.67906 -2.26536 1.62088
N 1.46064 -0.84603 0.17895
C 0.27581 -0.27713 -0.52624
C -1.03009 1.94420 -0.94105
C 0.13237 1.24792 -0.18825
H 1.48974 -1.87222 0.16277
H -0.98297 3.00365 -0.71289
H -2.02711 1.61404 -0.57082
H 2.28083 -0.52819 -0.33974
H -1.10242 -3.07337 1.31742
H 0.96937 1.63717 -0.75693
H -0.69126 -0.62966 -0.14784
H 0.40493 -0.58938 -1.56388
H 1.44690 -0.42708 1.10690
H -0.90696 1.77078 -2.00858
H -1.14010 -2.10570 2.45239
H 0.09937 1.39637 0.91691
```

Output
- Relative energy (zero: lowest compared OMol25 entry of this formula, charge and spin): 20.7 kcal/mol
- Total charge: +1
- E_LUMO: -3.421 eV
- Max |F|: 2.40 eV Å⁻¹
- Frontier orbital gap: 11.98 eV

Record 9
# C3H12NO2S

A cluster of 3 separate species, C3H12NO2S in total at a distorted geometry (wB97M-V/def2-TZVPD, the OMol25 dataset).

```
19
C3H12NO2S wB97M-V/def2-TZVPD
S 0.51887 1.12625 -1.07464
O 3.42652 -0.30270 -0.14934
O 0.65239 -2.97798 0.43106
N -0.81706 0.21010 1.68886
C -1.66890 0.13582 0.49398
C -2.49958 1.42028 0.47933
C -0.92263 -0.04257 -0.81944
H -0.31945 -0.93827 -0.87442
H 3.20436 0.32574 -0.84914
H -1.57607 0.02514 -1.68959
H 1.59365 -2.95506 0.25074
H 2.66972 -0.15288 0.43202
H -2.97507 1.50552 1.45778
H -1.83014 2.27860 0.32816
H -0.19138 0.99405 1.51151
H -0.19126 -0.59469 1.73627
H -3.25579 1.38780 -0.30430
H -2.36688 -0.68588 0.66191
H 0.29588 -2.08885 0.51440
```

Output
- Relative energy (zero: lowest compared OMol25 entry of this formula, charge and spin): 12.4 kcal/mol
- Total charge: -1
- E_LUMO: 3.786 eV
- Max |F|: 1.70 eV Å⁻¹
- Frontier orbital gap: 6.75 eV

Record 10
# C3H12NO2S2

A cluster of 2 separate species, C3H12NO2S2 in total at a distorted geometry (wB97M-V/def2-TZVPD, the OMol25 dataset).

```
20
C3H12NO2S2 wB97M-V/def2-TZVPD
S 2.04742 -1.27478 1.16896
S 0.96311 0.28191 1.65711
O -0.82090 0.75063 -2.33452
O -0.88139 -2.22752 -1.60733
N -1.88538 -0.06975 0.31644
C 0.39990 1.11441 0.17848
C -1.51190 1.64709 -1.43049
C -1.08891 1.15889 -0.01385
H -1.41483 1.90651 0.75454
H -2.16178 -0.67665 -0.46966
H 3.06545 -1.05770 0.31791
H -1.18681 1.11217 -3.14659
H -2.83369 0.13103 0.64631
H -1.19742 -2.84148 -2.26358
H -1.31517 -0.61606 0.97884
H -0.39883 -1.48988 -1.98792
H -2.59912 1.75486 -1.59611
H -1.05973 2.63743 -1.63409
H 0.76542 2.14078 0.28916
H 0.80738 0.76327 -0.78920
```

Output
- Relative energy (zero: lowest compared OMol25 entry of this formula, charge and spin): 28.5 kcal/mol
- Total charge: +1
- E_LUMO: -3.255 eV
- Max |F|: 3.47 eV Å⁻¹
- Frontier orbital gap: 8.89 eV

Record 11
# C3H12NO3S

A structure of composition C3H12NO3S at a distorted geometry (wB97M-V/def2-TZVPD, the OMol25 dataset).

```
20
C3H12NO3S wB97M-V/def2-TZVPD
S 2.43986 -1.64947 1.47120
O -2.00654 1.18820 0.36928
O -1.25044 0.57539 -1.88266
O -0.56996 -1.71568 -2.80913
N 1.38097 0.56415 -0.20378
C 0.25222 -0.04598 0.66458
C 0.84238 -0.64227 1.98366
C -0.79825 1.07765 1.05002
H -1.36475 -1.16094 -2.77018
H -0.20400 2.06324 0.98028
H -1.81669 0.90239 -0.79861
H 1.33832 0.08544 -1.07015
H 1.04562 1.56862 -0.43694
H -1.90721 0.94104 -2.38044
H -0.16669 -1.46932 -1.93456
H 0.26057 -1.31086 2.59450
H 2.86730 -1.21704 0.27778
H -1.14526 0.97364 2.02518
H 1.02983 0.13087 2.71409
H -0.22725 -0.85907 0.15587
```

Output
- Relative energy (zero: lowest compared OMol25 entry of this formula, charge and spin): 38.6 kcal/mol
- Total charge: -1
- E_LUMO: 3.211 eV
- Max |F|: 4.07 eV Å⁻¹
- Frontier orbital gap: 7.64 eV

Record 12
# C3H12NO4

A cluster of 4 separate species, C3H12NO4 in total at a distorted geometry (wB97M-V/def2-TZVPD, the OMol25 dataset).

```
20
C3H12NO4 wB97M-V/def2-TZVPD
O -0.26246 -1.42121 2.64415
O 1.54626 -1.21895 0.85574
O -0.53638 -1.60210 -2.74508
O 1.29548 2.65747 -0.19678
N -0.69045 1.00417 1.16186
C -1.05834 0.55875 -1.15327
C 0.91924 -0.38948 -0.09257
C -0.50120 -0.06044 0.08282
H 1.12547 -0.70249 -1.12329
H -0.99712 -0.18084 -1.96417
H -0.49238 -2.52100 -2.78682
H -2.03300 1.03603 -1.10133
H 0.81891 -1.61330 1.46592
H -0.06690 1.86856 0.97603
H -0.49157 0.48009 2.02472
H -0.45560 -2.08734 3.16295
H -1.17179 -0.91548 0.28903
H -0.43582 1.38396 -1.58452
H 1.49219 0.56939 -0.07251
H 1.99548 3.15421 0.15714
```

Output
- Relative energy (zero: lowest compared OMol25 entry of this formula, charge and spin): 219.3 kcal/mol
- Total charge: -1
- E_LUMO: -1.331 eV
- Max |F|: 7.36 eV Å⁻¹
- Frontier orbital gap: 3.77 eV

Record 13
# C3H12NO4

A structure of composition C3H12NO4 at a distorted geometry (wB97M-V/def2-TZVPD, the OMol25 dataset).

```
20
C3H12NO4 wB97M-V/def2-TZVPD
O -0.70027 0.48608 2.35368
O -0.39086 -0.65782 -1.87370
O -2.16708 -0.11644 -0.31779
O -0.84469 1.88267 -1.94508
N 1.49564 -0.30756 -0.34160
C 1.17554 -0.38676 1.10415
C 0.57032 0.79735 1.86367
C 0.71210 -1.29037 -1.23523
H -0.34291 1.08515 -2.24229
H -2.89899 -0.73663 -0.39780
H 0.38934 -1.19647 1.20286
H 1.38293 -1.45684 -2.10688
H 2.04348 -0.78881 1.65817
H 0.62683 1.79851 1.46410
H 1.18191 0.85655 2.79069
H -1.35324 0.37545 1.60509
H 1.31506 0.63077 -0.72250
H -1.28741 -0.48135 -1.10028
H -1.37472 1.61332 -1.18644
H 0.46702 -2.10680 -0.57282
```

Output
- Relative energy (zero: lowest compared OMol25 entry of this formula, charge and spin): 21.5 kcal/mol
- Total charge: -1
- E_LUMO: 3.985 eV
- Max |F|: 3.82 eV Å⁻¹
- Frontier orbital gap: 8.54 eV